[1]
# C4H6N2O

A single C4H6N2O molecule at a distorted geometry (ωB97M-V/def2-TZVPD, OMol25).

- Energy: -340.73585 hartree
- Orbital gap: 8.58 eV
- ΔE to the lowest compared entry with this formula, charge and spin: 1.607 eV
- Strongest force on any atom: 1.88 eV/A
- HOMO energy: -7.639 eV

Geometry (Å):
1 N 1.93293 0.82951 -0.09923
2 C 0.59080 0.40334 -0.06437
3 N -0.46536 1.29658 -0.16194
4 C -1.65526 0.64044 -0.12839
5 C -1.36498 -0.72448 -0.03241
6 C 0.03840 -0.83588 -0.04292
7 O 0.71304 -2.01937 0.07542
8 H 2.48428 0.09128 -0.51434
9 H 2.30843 0.99422 0.82680
10 H -0.32318 2.28742 -0.25262
11 H -2.59570 1.18647 -0.16108
12 H -1.75285 -1.41759 0.67307
13 H 0.08944 -2.73195 -0.11797

List of Mulliken charges in e, atom by atom: N -0.6142; C -0.2486; N 0.0642; C -0.4438; C -0.6516; C 0.7772; O -0.5583; H 0.2757; H 0.2403; H 0.2138; H 0.3841; H 0.2269; H 0.3342



[2]
# C46H57N5O22

A 9-piece molecular cluster, C46H57N5O22 overall at a distorted geometry (ωB97M-V/def2-TZVPD, OMol25).

- Energy: -3715.46797 hartree
- Orbital gap: 8.53 eV
- ΔE to the lowest compared entry with this formula, charge and spin: 5.034 eV
- Strongest force on any atom: 5.48 eV/A
- HOMO energy: -9.660 eV

Geometry (Å):
1 O -7.47727 -4.46253 0.33940
2 N -7.45576 -3.25519 0.23818
3 O -8.41576 -2.48479 0.53174
4 C -6.11090 -2.69285 -0.02283
5 C -5.89445 -1.39557 0.54202
6 C -4.66906 -0.81910 0.41359
7 C -3.56063 -1.49214 -0.16647
8 C -3.77053 -2.83866 -0.54457
9 C -4.96900 -3.43294 -0.41644
10 H -6.68840 -0.90074 1.08162
11 H -4.43587 0.17588 0.76293
12 H -2.54908 -1.12063 -0.09478
13 H -2.89273 -3.41452 -0.79804
14 H -5.15115 -4.48542 -0.57618
15 O 3.88420 -3.28269 -7.52744
16 N 3.72449 -2.91068 -6.40735
17 O 4.46895 -2.32926 -5.74170
18 C 2.44225 -3.25656 -5.79171
19 C 1.71843 -4.37418 -6.33403
20 C 0.46943 -4.69380 -5.79740
21 C -0.03237 -3.94613 -4.67746
22 C 0.71348 -2.82850 -4.24581
23 C 1.92740 -2.45906 -4.81161
24 H 2.16412 -4.92897 -7.14642
25 H 0.01488 -5.62943 -6.08790
26 H -1.02427 -4.17025 -4.31370
27 H 0.29601 -2.22817 -3.45099
28 H 2.38144 -1.52048 -4.52997
29 O 0.61859 0.27670 5.47917
30 N -0.35483 0.95025 5.31747
31 O -1.01694 0.88674 4.27983
32 C -0.97720 1.76531 6.34729
33 C -0.80942 1.45737 7.67767
34 C -1.24233 2.42840 8.64797
35 C -1.65528 3.62826 8.26189
36 C -1.70438 4.01106 6.91775
37 C -1.35505 3.10918 6.00009
38 H -0.37482 0.51661 7.98182
39 H -0.99931 2.24397 9.68398
40 H -1.88070 4.39429 8.98906
41 H -2.18168 4.93568 6.62854
42 H -1.33729 3.57168 5.02430
43 O -2.15042 3.50301 -0.75068
44 N -2.83931 3.34324 0.22371
45 O -3.72870 2.52255 0.27129
46 C -2.60396 4.18544 1.40212
47 C -1.46258 5.01470 1.37540
48 C -1.22152 5.88841 2.45221
49 C -2.21459 5.94094 3.49591
50 C -3.36832 5.07917 3.49892
51 C -3.48660 4.12452 2.48428
52 H -0.78056 4.92122 0.54323
53 H -0.28758 6.42598 2.52419
54 H -1.97872 6.61010 4.31015
55 H -4.04331 5.10061 4.34172
56 H -4.26920 3.38040 2.49934
57 O 2.52956 -7.83756 3.90334
58 N 2.06433 -7.08254 3.05408
59 O 1.47079 -7.49167 2.09284
60 C 1.90339 -5.62343 3.35267
61 C 1.65581 -4.75210 2.27516
62 C 1.53089 -3.36158 2.50627
63 C 1.76639 -2.85330 3.73082
64 C 2.07205 -3.71023 4.75857
65 C 1.94682 -5.07635 4.62949
66 H 1.53722 -5.22932 1.31360
67 H 1.38450 -2.66409 1.69480
68 H 1.75486 -1.80837 4.00356
69 H 2.07116 -3.30070 5.75791
70 H 1.94445 -5.71121 5.50318
71 C 7.74654 -0.65125 -3.64070
72 C 6.41720 0.06106 -3.97818
73 O 6.00619 0.93788 -2.85649
74 C 4.80179 1.39777 -2.75636
75 O 3.96688 1.40555 -3.61852
76 O 4.65638 1.91795 -1.50964
77 C 3.39916 2.55379 -1.15152
78 H 8.25134 0.23894 -3.26542
79 H 8.16904 -1.06876 -4.55463
80 H 7.60095 -1.26006 -2.74837
81 H 5.66736 -0.71859 -4.11225
82 H 6.40562 0.65621 -4.89129
83 H 2.63788 1.86612 -1.51984
84 H 3.23652 3.43645 -1.77004
85 H 3.17423 2.71659 -0.09748
86 C -2.05723 -2.40822 3.22826
87 C -1.67606 -3.05377 4.66280
88 O -2.54396 -4.09919 4.77232
89 C -2.32100 -5.12821 5.63604
90 O -1.19565 -5.47190 6.13278
91 O -3.50342 -5.72566 5.85816
92 C -3.55163 -6.86630 6.66970
93 H -1.48325 -1.48793 3.11998
94 H -3.09380 -2.08025 3.15040
95 H -1.71486 -2.97245 2.36078
96 H -1.87195 -2.45811 5.55438
97 H -0.69993 -3.53705 4.62154
98 H -4.53949 -6.98095 7.11589
99 H -2.97478 -6.99902 7.58497
100 H -3.28141 -7.58349 5.89463
101 C 2.99168 4.23975 -5.76938
102 C 3.52819 5.35451 -6.70433
103 O 2.80672 5.49702 -7.85914
104 C 1.55811 6.04499 -7.80811
105 O 0.95909 6.73613 -6.88949
106 O 1.07345 5.90335 -8.97922
107 C -0.12616 6.69635 -9.25901
108 H 2.78091 3.24867 -6.17117
109 H 2.12784 4.70174 -5.29144
110 H 3.74766 4.10459 -4.99586
111 H 4.55420 5.01331 -6.84213
112 H 3.50249 6.33551 -6.22989
113 H -1.05145 6.36643 -8.78668
114 H -0.31696 6.43407 -10.29964
115 H 0.17100 7.73567 -9.11899
116 C 0.38841 1.46070 -4.15101
117 C 0.28180 1.60615 -2.62064
118 O 0.06687 0.31176 -2.13550
119 C -0.05175 0.04540 -0.73405
120 O 0.06134 -1.10054 -0.23070
121 O -0.17187 1.18890 -0.05591
122 C -0.25748 1.06693 1.36029
123 H 1.23509 0.88698 -4.52796
124 H 0.49160 2.44451 -4.60880
125 H -0.49879 0.89516 -4.43584
126 H -0.66102 2.14943 -2.55708
127 H 1.05165 2.29181 -2.26665
128 H -0.16747 2.06902 1.77960
129 H 0.50489 0.36608 1.70044
130 H -1.24298 0.73276 1.68466

Mulliken population analysis, charges in e, atoms 1 to 99: O -0.5367; N 0.8581; O -0.5680; C -0.0891; C -0.2366; C -0.4458; C -0.0214; C -0.4952; C -0.5482; H 0.4372; H 0.4382; H 0.2539; H 0.4792; H 0.4278; O -0.6169; N 1.0311; O -0.6052; C 0.3139; C -0.6734; C -0.4195; C -0.7937; C -0.2275; C -0.2929; H 0.4123; H 0.3456; H 0.4321; H 0.5417; H 0.5073; O -0.5701; N 0.7925; O -0.3558; C 0.1919; C -0.4757; C -0.6822; C -0.3668; C -0.3880; C 0.0534; H 0.4479; H 0.3542; H 0.3611; H 0.3541; H 0.2732; O -0.5940; N 1.1338; O -0.6476; C -0.0471; C -0.1802; C -0.5539; C -0.4096; C -0.7295; C -0.2158; H 0.5013; H 0.4117; H 0.4052; H 0.4281; H 0.4804; O -0.5785; N 0.9122; O -0.5529; C 0.1647; C -0.6006; C -0.1564; C -0.3676; C -0.5352; C -0.3677; H 0.4601; H 0.4787; H 0.3901; H 0.2835; H 0.4251; C -1.1791; C 0.0063; O -0.3146; C 0.7640; O -0.5187; O -0.3917; C -0.1860; H 0.3280; H 0.3535; H 0.3159; H 0.1149; H 0.3206; H -0.1773; H 0.3495; H 0.2951; C -0.7334; C 0.1336; O -0.2506; C 0.6681; O -0.5941; O -0.3089; C -0.6726; H 0.0333; H 0.4133; H 0.3411; H 0.3049; H -0.1482; H 0.2540; H 0.2958



[3]
# C4H8O

A single C4H8O molecule at a distorted geometry (ωB97M-V/def2-TZVPD, OMol25).

- Energy: -232.38003 hartree
- Orbital gap: 10.15 eV
- ΔE to the lowest compared entry with this formula, charge and spin: 1.785 eV
- Strongest force on any atom: 3.93 eV/A
- HOMO energy: -9.015 eV

Geometry (Å):
1 C 0.77552 1.48572 -0.70535
2 C -0.40663 1.43491 -0.14557
3 O -0.95019 0.52886 0.71921
4 C -0.16033 -0.68538 0.96416
5 C -0.29213 -1.49453 -0.29308
6 H 1.48616 0.59957 -0.51156
7 H 1.31268 2.37681 -1.13340
8 H -1.09062 2.25454 -0.30754
9 H 0.95384 -0.33989 1.18417
10 H -0.57843 -1.15080 1.90035
11 H 0.13129 -2.49056 -0.09436
12 H 0.24124 -0.87313 -1.03665
13 H -1.42239 -1.64612 -0.54037

List of Mulliken charges in e, atom by atom: C -0.6759; C 0.1468; O -0.3897; C -0.4566; C -0.8081; H 0.1278; H 0.2569; H 0.3545; H 0.2896; H 0.2855; H 0.3135; H 0.3313; H 0.2245